[1]
A molecular structure, O4S2 in a non-equilibrium geometry, computed with the ωB97M-V functional and the def2-TZVPD basis.

Cartesian coordinates (Å):
O -1.33578 -1.61152 -0.01924
O 1.57000 -0.68445 0.95063
O -1.98557 1.41195 0.59942
O 1.78428 0.67383 -1.08804
S -1.04336 -0.25575 -0.62562
S 1.01044 0.46593 0.18286

HOMO energy in eV: 0.90
Charge: -2
Kohn-Sham gap in eV: 5.689
ΔE to the lowest compared entry with this formula, charge and spin in kcal per mole: 81.4

Charges per atom according to Löwdin partitioning, unit e: atom 1 (O): -0.775, atom 2 (O): -0.637, atom 3 (O): -0.874, atom 4 (O): -0.682, atom 5 (S): 0.538, atom 6 (S): 0.430

[2]
A single C6H13N molecule in a non-equilibrium geometry, computed with the ωB97M-V functional and the def2-TZVPD basis.

Cartesian coordinates (Å):
C 0.35796 -0.78484 -2.28346
C 0.65399 -0.45137 -0.84517
C -0.70142 -0.27727 -0.11869
C -0.74146 0.76649 1.00788
C -1.78814 1.55316 1.13172
C 0.47891 0.84385 1.88866
N 1.59882 -1.36271 -0.21671
H 1.24462 -0.96482 -2.91969
H -0.35535 -1.58075 -2.50186
H 0.01867 0.04782 -2.91711
H 1.07868 0.55770 -0.83037
H -1.58974 -0.12041 -0.73771
H -1.04905 -1.18863 0.40454
H -2.70919 1.52781 0.55050
H -1.99953 2.27234 1.92548
H 1.35679 1.07846 1.28863
H 0.58941 -0.13241 2.35679
H 0.50296 1.75582 2.49427
H 1.55830 -2.34362 -0.45581
H 1.49478 -1.19662 0.77811

HOMO energy in eV: -9.14
SMILES: C=C(C)C[C@H](C)N
Charge: 0
Kohn-Sham gap in eV: 10.174
ΔE to the lowest compared entry with this formula, charge and spin in kcal per mole: 27.1

Here are the Löwdin charges for atoms 1 to 6, given in e: atom 1 (C): -0.095, atom 2 (C): -0.461, atom 3 (C): -0.144, atom 4 (C): -0.368, atom 5 (C): 0.018, atom 6 (C): -0.065

[3]
A single C23H22ClN5O2 molecule in a non-equilibrium geometry, computed with the ωB97M-V functional and the def2-TZVPD basis.

Cartesian coordinates (Å):
C -7.33778 0.25751 -1.35209
C -5.91105 0.36220 -0.91146
C -5.51275 -0.08032 0.34300
C -4.19801 0.03326 0.75807
C -3.25442 0.58677 -0.09727
C -3.64185 1.05280 -1.34937
C -4.95776 0.93758 -1.74675
H -5.25423 1.30018 -2.71979
H -2.90182 1.51029 -1.98651
N -1.90977 0.74161 0.28558
C -1.11677 -0.12037 0.97229
C 0.11137 0.52241 1.09552
C -0.06247 1.76686 0.42642
N -1.28762 1.86806 -0.05619
C 1.02698 2.71786 0.27550
O 0.99091 3.79468 -0.28029
N 2.19595 2.24297 0.86208
N 2.34528 1.09204 1.53886
C 1.38317 0.24177 1.67569
C 1.67755 -1.00603 2.44175
H 0.91644 -1.17496 3.20035
H 1.69501 -1.86222 1.76793
H 2.64945 -0.91801 2.91881
C 3.43955 2.95262 0.61908
H 3.18986 3.94554 0.24205
H 4.00830 3.02056 1.54881
C 4.25098 2.19212 -0.44466
O 4.60567 2.67914 -1.49195
N 4.52093 0.92236 -0.06336
H 4.08888 0.61543 0.80361
C 4.83838 -0.12058 -1.01773
C 3.76597 -1.17788 -0.97872
C 2.45855 -0.90359 -1.38216
C 1.46223 -1.86209 -1.27303
C 1.75984 -3.11266 -0.76148
C 3.05260 -3.40431 -0.36020
C 4.03898 -2.43976 -0.46545
H 5.04578 -2.66669 -0.14692
H 3.29135 -4.37886 0.03782
H 0.98286 -3.85843 -0.68121
H 0.46057 -1.62213 -1.59334
Cl 2.04503 0.65204 -2.03485
H 4.89886 0.35384 -2.00221
H 5.81005 -0.56338 -0.77649
C -1.52449 -1.49071 1.37204
H -2.33514 -1.84815 0.73991
H -1.85709 -1.51753 2.41065
H -0.67618 -2.16445 1.27447
H -3.91961 -0.28056 1.75172
H -6.24200 -0.51080 1.01378
H -7.80786 1.24054 -1.32425
H -7.90047 -0.40882 -0.70340
H -7.39818 -0.10973 -2.37462

HOMO energy in eV: -8.25
SMILES: Cc1ccc(-n2nc3c(=O)n(CC(=O)NCc4ccccc4Cl)nc(C)c3c2C)cc1
Charge: 0
Kohn-Sham gap in eV: 8.651
ΔE to the lowest compared entry with this formula, charge and spin in kcal per mole: 10.2

Here are the Löwdin charges for atoms 1 to 6, given in e: atom 1 (C): -0.050, atom 2 (C): -0.278, atom 3 (C): -0.036, atom 4 (C): -0.016, atom 5 (C): -0.189, atom 6 (C): 0.003

[4]
A molecular structure, C7H18Cl2MgNO5S in a non-equilibrium geometry, computed with the ωB97M-V functional and the def2-TZVPD basis.

Cartesian coordinates (Å):
C -1.75041 1.30393 -2.92911
C -2.29781 1.57180 -1.50404
C -2.10519 0.40083 -0.48698
N -1.61023 -0.88174 -1.02585
S 0.06293 -1.04932 -1.10457
H -2.35414 1.97988 -3.63312
H -0.71082 1.62474 -3.04671
H -1.88135 0.28706 -3.30473
H -3.36518 1.79425 -1.57031
H -1.74812 2.43258 -1.11615
H -3.06626 0.18976 -0.00015
H -1.41294 0.73450 0.29322
H -2.06631 -1.18164 -1.88075
H 0.59628 -0.53990 0.05371
H 0.60094 -0.35265 -2.16167
O -7.65236 0.64786 0.02469
Cl -6.40519 -0.06879 0.06928
O -6.20725 -0.62982 1.38354
O -5.31949 0.84473 -0.22811
O -6.39931 -1.12813 -0.91199
C 3.99223 0.01564 2.78414
C 4.86154 -0.99614 2.05208
C 3.84587 -1.75411 1.21025
O 2.80676 -0.81498 0.90405
C 2.97012 0.36493 1.71860
H 4.53648 0.88565 3.14884
H 3.49991 -0.46071 3.63618
H 5.57642 -0.47764 1.40625
H 5.43132 -1.66369 2.73095
H 3.40376 -2.58425 1.76886
H 4.26983 -2.14544 0.28616
H 3.32716 1.17519 1.07627
H 2.00768 0.65483 2.14169
Mg 6.88019 -1.86939 3.84726
Cl -2.31705 1.69016 -5.63175

HOMO energy in eV: -10.18
Charge: +1
Kohn-Sham gap in eV: 1.087

Here are the Löwdin charges for atoms 1 to 6, given in e: atom 1 (C): -0.201, atom 2 (C): -0.173, atom 3 (C): -0.227, atom 4 (N): -0.328, atom 5 (S): 1.091, atom 6 (H): -0.026

[5]
2 unconnected molecules or ions with the total composition C3H8N2O in a non-equilibrium geometry, computed with the ωB97M-V functional and the def2-TZVPD basis.

Cartesian coordinates (Å):
C 0.55840 -3.00801 -0.41691
C 0.10331 -1.97278 0.27296
O 0.35727 -0.70965 -0.09173
H 0.35595 -4.03049 -0.13341
H 1.14525 -2.86638 -1.31271
H -0.68673 -2.11955 1.00401
H 0.30466 -0.07174 0.67377
N -0.34086 1.85117 -1.00852
C -0.16697 2.32202 0.24382
N -0.09226 1.62980 1.34427
H 0.03522 0.96089 -1.28106
H -0.84083 2.37722 -1.72432
H -0.32840 3.40093 0.32114
H -0.40403 2.23658 2.10868

Multiplicity: 2
HOMO energy (alpha / beta) in eV: 1.16 / -5.09
Charge: -1
Kohn-Sham gap (alpha / beta) in eV: 2.601 / 8.797
ΔE to the lowest compared entry with this formula, charge and spin in kcal per mole: 38.4

Here are the Löwdin charges for atoms 1 to 6, given in e: atom 1 (C): -0.029, atom 2 (C): -0.334, atom 3 (O): -0.071, atom 4 (H): 0.030, atom 5 (H): 0.044, atom 6 (H): 0.104

[6]
6 unconnected molecules or ions with the total composition C32H40N6O4, computed with the ωB97M-V functional and the def2-TZVPD basis.

Cartesian coordinates (Å):
O -0.10309 2.65491 0.21326
C 0.10292 2.13639 -0.86521
N 0.84046 1.00271 -1.06735
C 1.06271 0.66718 -2.46016
C 0.78733 -0.79579 -2.80355
O 1.35920 -1.72627 -1.88967
O 0.49636 -1.82203 -0.75016
C 0.17878 1.65714 -3.25003
C -0.38702 2.64393 -2.21285
C -1.90632 2.88010 -2.30551
O -2.68818 2.23092 -1.30457
C -3.17970 0.99530 -1.64606
C -2.60598 -0.14051 -1.10464
C -3.13117 -1.38800 -1.41212
C -4.21540 -1.50195 -2.26807
C -4.78442 -0.36157 -2.80783
C -4.27909 0.89195 -2.49018
H 0.91654 0.31257 -0.33828
H 2.10710 0.86868 -2.71605
H 1.28571 -1.02067 -3.75000
H -0.27989 -0.99560 -2.93409
H 0.03207 -2.65056 -0.93218
H 0.82552 2.17501 -3.95854
H -0.58701 1.16810 -3.85386
H 0.07000 3.62208 -2.38058
H -2.13979 3.93898 -2.22957
H -2.24254 2.53201 -3.28644
H -1.76974 -0.03378 -0.42829
H -2.67925 -2.27062 -0.97729
H -4.60346 -2.48293 -2.50823
H -5.63151 -0.43565 -3.47667
H -4.73270 1.79066 -2.89012
N 4.70639 2.50207 -5.08926
C 4.13785 3.00831 -3.95285
C 3.22381 3.95642 -4.33056
C 3.24125 4.02169 -5.75090
C 4.16745 3.11320 -6.18806
H 5.41675 1.79450 -5.11303
H 4.43122 2.65612 -2.97867
H 2.61143 4.53959 -3.66250
H 2.64462 4.66313 -6.37717
H 4.48724 2.85229 -7.18196
N 2.84626 2.80569 2.98113
C 1.52939 2.43582 3.04112
C 1.22296 2.22917 4.36022
C 2.39916 2.48475 5.12099
C 3.38465 2.84022 4.24026
H 3.34054 3.02071 2.13602
H 0.93507 2.35726 2.14480
H 0.26024 1.92988 4.73964
H 2.50769 2.41866 6.19083
H 4.41180 3.11863 4.40200
N 6.33711 6.47201 4.84575
C 5.02625 6.08248 4.91295
C 4.72547 5.84829 6.22709
C 5.90181 6.10796 6.98297
C 6.87814 6.49037 6.10259
H 6.82724 6.70651 4.00336
H 4.42163 6.00410 4.02579
H 3.76950 5.52426 6.60240
H 6.01666 6.02239 8.05038
H 7.90445 6.77231 6.26253
N -3.20466 -5.29291 -0.24002
C -4.43086 -4.99799 -0.78061
C -4.55937 -5.71685 -1.93683
C -3.36359 -6.47042 -2.10516
C -2.54843 -6.19121 -1.04332
H -2.84262 -4.90227 0.61156
H -5.09795 -4.30770 -0.29253
H -5.41469 -5.70688 -2.59110
H -3.13450 -7.14655 -2.91117
H -1.56955 -6.55764 -0.78604
N -4.07815 -7.30384 2.34762
C -3.08833 -7.54572 3.26079
C -3.57353 -8.43670 4.18024
C -4.91000 -8.74385 3.80563
C -5.19067 -8.02888 2.67195
H -4.00012 -6.68679 1.55937
H -2.12615 -7.06912 3.18004
H -3.03236 -8.82582 5.02607
H -5.58566 -9.41331 4.31057
H -6.08130 -7.97698 2.06994

HOMO energy in eV: -7.69
SMILES: O=C1N[C@@H](COO)C[C@H]1COc1ccccc1.c1cc[nH]c1.c1cc[nH]c1.c1cc[nH]c1.c1cc[nH]c1.c1cc[nH]c1
Charge: 0
Kohn-Sham gap in eV: 7.862

Here are the Löwdin charges for atoms 1 to 6, given in e: atom 1 (O): 0.073, atom 2 (C): -0.435, atom 3 (N): 0.144, atom 4 (C): -0.269, atom 5 (C): -0.151, atom 6 (O): -0.127

[7]
A single C4H5NO3 molecule in a non-equilibrium geometry, computed with the ωB97M-V functional and the def2-TZVPD basis.

Cartesian coordinates (Å):
C 2.07924 -1.05778 1.39560
C -0.12571 0.22901 -0.73501
C 0.62272 0.70496 0.49047
C -1.61536 -0.20162 -0.53229
N 1.17706 -0.30184 1.21872
O 2.87737 -1.90488 1.56276
O -2.71236 0.58801 -0.73098
O -2.31069 -0.43240 -1.64423
H -0.12360 1.12664 -1.42225
H 0.54777 -0.58336 -1.14121
H 1.36655 1.35724 0.12431
H 0.08044 1.41349 1.12299
H -1.86345 -0.93747 0.29112

HOMO energy in eV: -10.58
SMILES: O=C=NCCC1OO1
Charge: 0
Kohn-Sham gap in eV: 11.108
ΔE to the lowest compared entry with this formula, charge and spin in kcal per mole: 107.3

Here are the Löwdin charges for atoms 1 to 6, given in e: atom 1 (C): -0.296, atom 2 (C): -0.074, atom 3 (C): -0.266, atom 4 (C): -0.417, atom 5 (N): 0.120, atom 6 (O): 0.140

[8]
A molecular structure, C16H31NOsP2S in a non-equilibrium geometry, computed with the ωB97M-V functional and the def2-TZVPD basis.

Cartesian coordinates (Å):
P -0.20100 2.18652 0.16440
P -1.62322 -0.18409 1.69656
C 0.40128 0.49411 -0.14166
C -0.54434 -0.61781 0.29034
H 1.38083 0.40137 0.34503
H 0.55811 0.44639 -1.22023
H -1.16020 -0.97956 -0.54340
H 0.02353 -1.47570 0.65202
C -0.59886 -0.47190 3.18456
H -1.26546 -0.54466 4.05479
H 0.09837 0.36207 3.32994
H -0.03229 -1.40990 3.08077
C -2.98916 -1.36760 1.77559
H -2.63431 -2.37783 1.53837
H -3.76092 -1.06662 1.05938
H -3.40798 -1.34893 2.78905
C 1.12391 3.37511 -0.00571
H 0.70039 4.38807 -0.05204
H 1.72899 3.17578 -0.90204
H 1.75746 3.30380 0.89279
C -1.50823 2.35060 -1.16966
H -2.54290 2.20511 -0.71462
H -1.36034 1.57726 -1.93075
H -1.45425 3.36287 -1.58192
Os -2.13103 1.97098 1.21614
C 0.66262 -3.01751 -1.11246
C 1.53968 -2.89649 -0.10094
C 3.02037 -2.75056 -0.25222
C 3.48699 -1.88799 -1.46141
C 2.63607 -0.70801 -1.82701
C 1.64061 -0.69515 -2.73539
C 1.08519 -1.89793 -3.42607
C 1.01625 -3.19091 -2.55930
C -1.95320 4.02719 1.39379
H -0.40965 -3.11346 -0.91088
H 1.22504 -3.05371 0.93774
H 3.49125 -3.74574 -0.34077
H 3.42033 -2.31411 0.67909
H 4.47161 -1.48169 -1.17956
H 3.64652 -2.54840 -2.32585
H 2.95945 0.22854 -1.35446
H 1.26767 0.25594 -3.13263
H 1.67781 -2.12794 -4.32867
H 0.07288 -1.64903 -3.78460
H 0.21507 -3.80972 -3.00008
H 1.95850 -3.74899 -2.67646
H -2.95143 4.45893 1.57911
H -1.39736 4.61980 0.65190
H -1.43015 4.05477 2.36720
S -3.23417 1.82849 3.31752
C -4.04409 3.22402 3.71125
N -4.63226 4.18420 4.06348

Multiplicity: 5
HOMO energy (alpha / beta) in eV: -14.34 / -14.28
Charge: +2
Kohn-Sham gap (alpha / beta) in eV: 7.110 / 3.677
ΔE to the lowest compared entry with this formula, charge and spin in kcal per mole: 36.5

Here are the Löwdin charges for atoms 1 to 6, given in e: atom 1 (P): 0.730, atom 2 (P): 0.612, atom 3 (C): -0.377, atom 4 (C): -0.370, atom 5 (H): 0.106, atom 6 (H): 0.043

[9]
A single C6H4O molecule, computed with the ωB97M-V functional and the def2-TZVPD basis.

Cartesian coordinates (Å):
C -2.91096 -0.95993 0.37016
C -1.66633 -0.88664 0.26433
C -0.32623 -0.49705 0.13723
C 0.46026 -0.30183 -0.96330
C 1.51095 0.55811 -0.55320
C 1.28253 0.82031 0.76558
O 0.19372 0.18222 1.20836
H -2.78715 0.17158 0.30905
H 0.26744 -0.70910 -1.94663
H 2.29372 0.97342 -1.16849
H 1.77356 1.44927 1.49278

HOMO energy in eV: -9.27
SMILES: C#Cc1ccco1
Charge: 0
Kohn-Sham gap in eV: 9.315
ΔE to the lowest compared entry with this formula, charge and spin in kcal per mole: 62.6

Here are the Löwdin charges for atoms 1 to 6, given in e: atom 1 (C): 0.014, atom 2 (C): -0.060, atom 3 (C): -0.306, atom 4 (C): 0.006, atom 5 (C): -0.045, atom 6 (C): -0.099

[10]
A gas-phase ion, C9H11IN3O (charge +1) in a non-equilibrium geometry, computed with the ωB97M-V functional and the def2-TZVPD basis.

Cartesian coordinates (Å):
C 1.05180 -0.51495 -1.86573
C 0.65468 -1.80481 -1.75529
C 1.07125 0.29263 -0.73993
C 0.07695 -2.30354 -0.62686
C 0.36032 -0.09207 0.45807
C -0.11187 -1.43056 0.45842
C -1.88287 -1.14396 1.79176
C -0.71717 1.91018 1.22892
C -2.21399 0.17726 0.11710
N -2.71350 -0.87119 2.71326
N 0.07931 0.79445 1.54228
N -2.29359 1.28814 1.02590
O -0.89686 -1.86218 1.54628
I -4.18492 -0.47789 -0.64660
H 1.54498 -0.19082 -2.77933
H 0.68963 -2.34420 -2.70180
H 1.60715 1.32924 -0.66379
H -0.54808 -3.19704 -0.62086
H -0.61350 2.75752 1.86931
H -0.52706 2.15171 0.20200
H -1.67760 0.26502 -0.77582
H -3.08814 -1.39416 3.50720
H 0.35193 0.57438 2.49143
H -2.82931 0.89440 1.78000
H -2.71252 2.12710 0.74717

HOMO energy in eV: -12.54
Charge: +1
Kohn-Sham gap in eV: 9.292
ΔE to the lowest compared entry with this formula, charge and spin in kcal per mole: 114.5

Here are the Löwdin charges for atoms 1 to 6, given in e: atom 1 (C): -0.079, atom 2 (C): -0.077, atom 3 (C): 0.000, atom 4 (C): 0.030, atom 5 (C): -0.219, atom 6 (C): -0.177

[11]
2 unconnected molecules or ions with the total composition C2H8O2 in a non-equilibrium geometry, computed with the ωB97M-V functional and the def2-TZVPD basis.

Cartesian coordinates (Å):
C -0.43321 0.89007 -1.60535
O -1.00815 2.20604 -1.24400
H -1.75249 1.94971 -0.72562
H 0.23365 1.37072 -2.42640
H 0.12467 0.47888 -0.78394
H -1.15222 0.03756 -1.77232
C 1.08147 -0.96944 1.56163
O -0.28841 -0.94312 0.92535
H -0.65914 -1.94973 1.07222
H 1.42217 -2.01935 1.48797
H 1.72915 -0.33490 0.92501
H 0.70251 -0.71644 2.58546

Multiplicity: 2
HOMO energy (alpha / beta) in eV: 1.03 / -5.57
Charge: -1
Kohn-Sham gap (alpha / beta) in eV: 3.122 / 9.613
ΔE to the lowest compared entry with this formula, charge and spin in kcal per mole: 37.6

Here are the Löwdin charges for atoms 1 to 6, given in e: atom 1 (C): -0.231, atom 2 (O): -0.186, atom 3 (H): 0.023, atom 4 (H): 0.094, atom 5 (H): 0.005, atom 6 (H): 0.069

Number 1: DFT total energy -1097.178166 Ha. Number 2: DFT total energy -291.115564 Ha. Number 3: DFT total energy -1774.141353 Ha. Number 4: DFT total energy -2226.203996 Ha. Number 5: DFT total energy -303.770447 Ha. Number 6: DFT total energy -1872.723263 Ha. Number 7: DFT total energy -435.749561 Ha. Number 8: DFT total energy -1853.745908 Ha. Number 9: DFT total energy -306.111808 Ha. Number 10: DFT total energy -886.351474 Ha. Number 11: DFT total energy -231.349133 Ha.